Record 1
Molecular formula: C29H38N4O2P2Pt
Method: DFT, wB97M-V/def2-TZVPD

CARTESIAN COORDINATES (ANGSTROEM)
Pt 0.07600 0.20189 2.02121
C -1.58688 1.41859 -3.52654
C -1.67731 0.09008 -3.38552
C -0.78395 -0.95014 -3.97816
C 0.70697 -0.59894 -4.20654
C 1.41578 0.13425 -3.10894
C 1.13911 1.35223 -2.59153
C 0.68364 2.51323 -3.40890
C -0.54047 2.17410 -4.29343
C 1.41925 0.90266 3.46649
H -2.38304 2.06318 -3.13750
H -2.61196 -0.33526 -3.00901
H -1.19656 -1.26044 -4.95403
H -0.84603 -1.85645 -3.35749
H 1.22804 -1.56706 -4.29682
H 0.81172 -0.09055 -5.17390
H 2.36465 -0.37109 -2.85540
H 1.32129 1.58275 -1.53569
H 1.51731 2.87845 -4.04586
H 0.42769 3.34559 -2.73073
H -0.98069 3.12792 -4.62465
H -0.22291 1.62444 -5.19181
H 0.85861 1.70552 3.95738
H 2.37483 1.26523 3.08114
H 1.55536 0.06335 4.15727
P 1.77412 -0.57733 0.82880
P -1.49669 -0.65431 0.67519
N 2.90452 0.62771 0.27984
N 2.89136 -1.74239 1.46708
N -2.36882 0.62619 -0.09080
N -2.75510 -1.69460 1.27736
C 0.95883 -1.35680 -0.57191
C -0.55373 -1.66624 -0.47826
C 2.81870 1.99258 0.60530
C 3.86510 2.66054 -0.00891
C 4.61260 1.69790 -0.76298
C 4.00822 0.45812 -0.56722
C 3.60157 -1.56613 2.66954
C 4.43895 -2.66068 2.85567
C 4.28626 -3.51708 1.71681
C 3.36574 -2.91807 0.86620
C -2.08691 1.98291 0.13934
C -3.06356 2.74558 -0.48245
C -3.94434 1.85363 -1.16323
C -3.46248 0.56398 -0.95484
C -4.04316 -2.02968 0.82950
C -4.55644 -3.02358 1.65474
C -3.53998 -3.35557 2.60345
C -2.44496 -2.55243 2.33895
H 1.49780 -2.26512 -0.86031
H 1.11873 -0.63625 -1.38214
H -1.03168 -1.57994 -1.46231
H -0.66913 -2.69485 -0.10780
H 2.05711 2.34424 1.28743
H 4.06979 3.71693 0.08132
H 5.47456 1.89739 -1.38200
H 4.27900 -0.52239 -0.93254
H 3.41888 -0.70500 3.29441
H 5.05769 -2.84537 3.72133
H 4.76730 -4.47302 1.56058
H 2.98173 -3.23987 -0.09179
H -1.24278 2.25744 0.76663
H -3.12441 3.82536 -0.44050
H -4.82396 2.12440 -1.72982
H -3.80373 -0.37760 -1.36526
H -4.49841 -1.53389 -0.00782
H -5.53905 -3.45699 1.61346
H -3.60278 -4.08437 3.39209
H -1.49296 -2.45456 2.82960
C -2.41591 1.85506 5.02998
O -1.46898 1.75954 3.94669
C -1.34701 0.50085 3.46691
O -2.03643 -0.40842 3.91726
H -2.10013 1.21125 5.85451
H -3.41347 1.56921 4.69663
H -2.39197 2.90821 5.30524

Results
- ⟨S²⟩ = 6.0301
- HOMO-LUMO gap (alpha / beta) (eV) = 4.352 / 3.589
- 2S+1 = 5
- HOMO energy (alpha / beta) (hartree) = -0.3798 / -0.4911
- charge = +2
- relative energy (zero: lowest compared OMol25 entry of this formula, charge and spin) (kcal per mole) = 10.16


Record 2
Molecular formula: C29H38N4O2P2W
Method: DFT, wB97M-V/def2-TZVPD

CARTESIAN COORDINATES (ANGSTROEM)
W -0.84755 1.07097 -0.48431
C -1.65848 1.45717 -2.93516
C -1.30521 0.13915 -2.68988
C -0.25878 -0.61073 -3.47989
C 1.06388 0.21327 -3.42689
C 1.23914 0.91521 -2.13265
C 0.59371 2.09864 -1.55489
C 0.06436 3.18743 -2.47912
C -0.82510 2.56396 -3.56143
C -0.05028 2.06206 1.24214
H -2.72552 1.73962 -2.90934
H -1.93385 -0.53702 -2.11777
H -0.51356 -0.80816 -4.54641
H -0.12031 -1.59805 -3.00199
H 1.90873 -0.51819 -3.50908
H 1.16781 0.80259 -4.37841
H 2.19794 0.67594 -1.70561
H 1.16566 2.46833 -0.75266
H 0.88173 3.79399 -2.93367
H -0.49982 3.89736 -1.85236
H -1.54638 3.32278 -3.91585
H -0.24959 2.28450 -4.44983
H -0.70777 2.60504 1.94079
H 0.41179 2.90356 0.67470
H 0.74277 1.57080 1.83463
P 1.29325 -0.74977 0.19313
P -1.01493 -1.35770 0.89464
N 3.16307 0.18832 0.00913
N 2.25768 -1.71976 1.42649
N -2.85274 1.15368 -0.25510
N -2.36232 -2.24885 1.78217
C 0.86991 -2.24838 -0.75097
C -0.54497 -2.66035 -0.35447
C 3.29678 1.55006 0.22028
C 4.44902 2.03100 -0.40448
C 5.09487 0.87889 -0.96815
C 4.27639 -0.22514 -0.72800
C 3.02364 -1.02494 2.38841
C 3.92000 -1.92106 2.96523
C 3.70186 -3.18661 2.36547
C 2.69561 -3.04570 1.43333
C -2.37600 2.47186 0.13037
C -3.31406 3.39807 -0.53735
C -4.38218 2.70773 -1.08579
C -4.10238 1.32665 -0.83166
C -3.59597 -1.73232 1.39491
C -4.60918 -2.39951 2.07205
C -3.97019 -3.33413 2.93796
C -2.59301 -3.23117 2.73255
H 1.64786 -3.01736 -0.73420
H 0.91378 -1.92535 -1.79167
H -1.19331 -2.61184 -1.21056
H -0.56383 -3.69925 0.06025
H 2.56981 2.11485 0.78295
H 4.75129 3.04595 -0.43627
H 6.01631 0.86451 -1.51121
H 4.40649 -1.25943 -1.00581
H 2.91550 0.05231 2.50051
H 4.63996 -1.65635 3.73183
H 4.22317 -4.10255 2.55767
H 2.27806 -3.76047 0.74722
H -2.33732 2.62604 1.17647
H -3.24361 4.47525 -0.52806
H -5.27371 3.05530 -1.62153
H -4.73005 0.47514 -1.14225
H -3.60008 -0.92818 0.67729
H -5.65464 -2.19873 1.94459
H -4.49650 -3.95790 3.64739
H -1.80318 -3.81064 3.15725
C 0.35999 -1.08281 3.99634
O -0.24077 0.27367 3.52567
C -1.23914 0.28035 2.54515
O -2.41855 0.55962 2.72172
H -0.46805 -1.74768 4.28327
H 1.02865 -0.90832 4.85355
H 0.99237 -1.47717 3.16728

Results
- ⟨S²⟩ = 2.0550
- HOMO-LUMO gap (alpha / beta) (eV) = 4.854 / 4.186
- 2S+1 = 3
- HOMO energy (alpha / beta) (hartree) = -0.4843 / -0.4843
- charge = +2
- relative energy (zero: lowest compared OMol25 entry of this formula, charge and spin) (kcal per mole) = 66.56


Record 3
Molecular formula: C29H39AuClN6O2
Method: DFT, wB97M-V/def2-TZVPD

CARTESIAN COORDINATES (ANGSTROEM)
Au -0.81684 0.09043 -1.19389
C 4.47256 0.87743 -2.62109
N 3.44816 0.58413 -1.64119
C 3.93536 0.48173 -0.28839
C 2.19806 0.20493 -1.99659
N 1.42366 -0.50797 -1.19579
C 1.85086 -1.53567 -0.41299
C 2.90486 -2.31887 -0.92069
C 3.47096 -3.36157 -0.21279
C 2.92386 -3.71477 0.99511
C 1.78296 -3.05247 1.49121
C 1.20116 -3.56307 2.66791
C 0.03556 -3.02817 3.15891
C -0.50394 -1.91307 2.54571
C 0.11246 -1.27157 1.45751
N -0.42984 -0.07447 1.06651
C -0.93464 0.78313 1.94981
N -0.40024 0.91923 3.19831
C 0.97356 0.61363 3.50831
C -1.24984 1.17443 4.34521
N -1.93744 1.62313 1.65491
C -2.94504 1.34603 0.66161
C -2.00244 2.96643 2.19991
C 1.23086 -1.91167 0.82271
N 1.75806 0.61273 -3.20959
C 1.83596 2.00933 -3.60369
C 0.66156 -0.07657 -3.83909
H 5.33166 0.23063 -2.43219
H 4.79856 1.91493 -2.53949
H 4.10606 0.68883 -3.62619
H 4.60946 1.31703 -0.10129
H 4.48356 -0.45187 -0.12679
H 3.11006 0.53033 0.41941
H 3.30076 -2.06547 -1.89349
H 4.32136 -3.89207 -0.61119
H 3.33906 -4.52247 1.57571
H 1.66206 -4.41617 3.14201
H -0.44464 -3.45217 4.02671
H -1.42674 -1.49587 2.92241
H 1.53936 0.50663 2.58781
H 1.06846 -0.30497 4.09451
H 1.39636 1.43323 4.09171
H -2.29934 1.10463 4.06791
H -1.06414 2.15473 4.78851
H -1.05484 0.41893 5.10961
H -3.12654 0.27683 0.58491
H -2.66774 1.73513 -0.32189
H -3.87174 1.83433 0.96471
H -1.07474 3.20943 2.70721
H -2.83564 3.07833 2.89411
H -2.12514 3.67253 1.37451
H 2.58666 2.53583 -3.02629
H 0.86586 2.47623 -3.40739
H 2.07696 2.07923 -4.66519
H 0.71196 -1.13827 -3.60609
H 0.73746 0.07043 -4.91689
H -0.30394 0.32663 -3.49909
C 1.11056 2.91113 0.26221
C -0.18054 3.09753 -0.56939
O -0.87914 4.05923 -0.30259
O -0.39104 2.23323 -1.47229
H 0.93906 3.30023 1.25921
H 1.90826 3.48613 -0.20229
H 1.37636 1.86033 0.28771
Cl -7.47744 -0.48307 -1.03939
C -5.81864 -0.88077 -1.24069
C -5.13654 -1.55487 -0.23119
C -3.80384 -1.85447 -0.38679
C -3.10434 -1.51527 -1.56139
C -1.69924 -1.79347 -1.69239
C -3.83054 -0.85877 -2.57529
C -5.15294 -0.52507 -2.41209
H -5.66094 -1.83517 0.66721
H -3.27474 -2.36617 0.40241
H -1.31824 -2.51317 -0.98009
H -1.35244 -1.99467 -2.69889
H -3.32724 -0.59597 -3.49259
H -5.67714 0.01083 -3.18779

Results
- HOMO-LUMO gap (alpha / beta) (eV) = 4.277 / 4.275
- HOMO energy (alpha / beta) (hartree) = -0.3569 / -0.3569
- charge = +1


Record 4
Molecular formula: C29H39GeLiN3OPS4Sb
Method: DFT, wB97M-V/def2-TZVPD

CARTESIAN COORDINATES (ANGSTROEM)
Li -0.05238 0.26401 -0.22070
S 2.01475 -0.86734 -5.27909
Sb 0.79658 0.53946 -3.91756
S 1.56763 2.18963 -0.76473
S -0.66871 -0.73587 -2.58932
S 2.58880 1.15021 -2.10806
C 2.31936 -3.05837 -0.05891
Ge 1.07452 -1.87162 0.96866
C 2.30535 -1.51355 2.56042
C 2.60008 -0.19008 2.92286
C 3.43589 0.11112 4.00029
C 4.00070 -0.91427 4.75130
C 3.72922 -2.23736 4.41028
C 2.89781 -2.52423 3.32998
C -0.07311 -3.34858 1.80802
C -0.14191 -4.57337 1.17537
C -1.07462 -5.57839 1.53937
C -1.97250 -5.36752 2.54504
C -1.96515 -4.13142 3.24329
C -2.88493 -3.87878 4.29775
C -2.85739 -2.70015 4.99112
C -1.90988 -1.70508 4.64978
C -1.03171 -1.91068 3.62142
C -1.01619 -3.13071 2.88114
H 2.70200 -3.90983 0.52158
H 3.16741 -2.44677 -0.38638
H 1.82836 -3.42765 -0.96691
H 2.16937 0.62089 2.33792
H 3.64848 1.14568 4.25160
H 4.65001 -0.68697 5.59010
H 4.16649 -3.04250 4.98892
H 2.69004 -3.56476 3.08346
H 0.54004 -4.77965 0.35294
H -1.07634 -6.52297 1.00634
H -2.69785 -6.12570 2.82039
H -3.61281 -4.64701 4.54657
H -3.56389 -2.52290 5.79420
H -1.88166 -0.77366 5.20776
H -0.31837 -1.13793 3.35452
O -1.29661 0.92975 0.98346
P -2.78562 0.90860 0.86101
N -3.29283 1.76398 -0.45310
C -2.39149 2.29601 -1.52156
C -3.32823 2.46896 -2.71675
C -4.71834 2.64300 -2.08807
C -4.67811 1.66157 -0.92241
N -3.41029 -0.60518 0.96340
C -2.80215 -1.68572 0.12460
C -3.82063 -2.81672 0.22229
C -5.15682 -2.06959 0.32875
C -4.82125 -0.91679 1.27347
N -3.61480 1.68209 2.10208
C -3.38014 1.11991 3.46390
C -3.80987 2.25755 4.37612
C -3.24045 3.48935 3.66028
C -3.37555 3.15913 2.16203
H -1.59154 1.60665 -1.77568
H -1.95036 3.24521 -1.20542
H -3.29388 1.56268 -3.32833
H -3.03324 3.31102 -3.34388
H -5.54218 2.43579 -2.77656
H -4.83354 3.66182 -1.70351
H -4.90780 0.64862 -1.28151
H -5.38369 1.90353 -0.12336
H -1.81636 -1.96352 0.49639
H -2.68204 -1.36086 -0.91156
H -3.64437 -3.40710 1.12675
H -3.75957 -3.48049 -0.64192
H -5.97312 -2.68482 0.71391
H -5.44645 -1.68170 -0.65466
H -4.91214 -1.25750 2.31176
H -5.46728 -0.04886 1.15308
H -2.32295 0.88463 3.62458
H -3.95061 0.20523 3.61720
H -3.43625 2.13966 5.39395
H -4.90292 2.31030 4.40937
H -2.18741 3.61336 3.92165
H -3.76348 4.41078 3.92050
H -2.47640 3.44879 1.61614
H -4.21601 3.68621 1.70791

Results
- ⟨S²⟩ = 0.7552
- HOMO-LUMO gap (alpha / beta) (eV) = 4.899 / 4.848
- 2S+1 = 2
- HOMO energy (alpha / beta) (hartree) = -0.0368 / -0.0350
- charge = -2


Record 5
Molecular formula: C29H40AsClIN6O2PSV
Method: DFT, wB97M-V/def2-TZVPD

CARTESIAN COORDINATES (ANGSTROEM)
V -0.08087 -0.10986 -0.00826
C -4.71456 0.65005 1.91198
C -3.58354 -0.20695 1.41980
C -2.49672 -0.49686 2.25054
C -1.52613 -1.41044 1.86633
C -1.60356 -2.03250 0.61233
C -2.63473 -1.68241 -0.25255
C -3.61986 -0.78916 0.16095
H -5.44282 0.03259 2.44113
H -5.24231 1.13397 1.09162
H -4.37071 1.41127 2.61301
H -2.44551 -0.04287 3.23383
H -0.74348 -1.70159 2.55741
H -0.89717 -2.80981 0.35570
H -2.70591 -2.15185 -1.22541
H -4.44358 -0.56345 -0.50606
Cl 4.11836 -3.32089 -4.56241
C 3.27651 -2.83171 -3.13254
C 3.51951 -3.46473 -1.94877
C 2.84158 -3.07633 -0.77424
I 3.25167 -4.04563 1.02366
C 1.90911 -2.05928 -0.76818
O 1.25931 -1.64243 0.29198
C 1.67973 -1.39495 -2.01701
N 0.77535 -0.36990 -1.97682
C 0.49309 0.27367 -3.08746
C 1.08685 -0.04597 -4.31897
C 2.00677 -1.05562 -4.37527
C 2.33887 -1.76720 -3.19992
H 4.23737 -4.27265 -1.91589
H -0.22967 1.07498 -3.00724
H 0.80680 0.50465 -5.20565
H 2.48019 -1.32433 -5.30993
C 3.54858 1.31149 4.05117
N 3.42105 -0.12498 3.53203
C 4.63162 -0.41126 2.62172
N 4.70889 0.55237 1.58358
C 4.80454 1.90051 2.13246
N 3.65523 2.23201 2.97489
C 2.42012 2.36002 2.19550
P 1.96706 0.78610 1.32318
C 2.12466 -0.32806 2.80214
C 3.63425 0.41746 0.59694
H 4.44688 1.33333 4.66845
H 2.67043 1.50935 4.66494
H 3.45453 -0.77033 4.32246
H 4.49853 -1.42011 2.23197
H 5.50758 -0.36229 3.26938
H 4.86212 2.61569 1.31362
H 5.71260 1.97683 2.73245
H 2.55475 3.13514 1.43954
H 1.60633 2.67268 2.85462
H 2.07750 -1.35767 2.44521
H 1.31477 -0.14953 3.51196
H 3.80215 1.10602 -0.23126
H 3.62846 -0.59824 0.20228
C -1.37707 3.62354 -2.43935
As -1.70135 3.04341 -0.64901
C -3.56144 3.29765 -0.30162
C -0.72742 4.15400 0.56923
O -1.33529 1.42732 -0.43775
H -1.71371 4.65537 -2.53404
H -1.94754 2.99206 -3.11899
H -0.31126 3.55190 -2.64859
H -3.82536 4.34321 -0.45610
H -3.77294 3.01087 0.72529
H -4.13315 2.66916 -0.98246
H -0.72850 5.17855 0.20177
H 0.29645 3.78621 0.60546
H -1.20154 4.11395 1.54811
C 4.31044 2.75465 -3.81559
N 4.19131 3.95838 -3.00888
C 4.94929 5.11093 -3.14857
C 4.52550 5.98517 -2.21791
N 3.51476 5.34918 -1.51903
C 3.30233 4.10604 -2.00528
S 2.16578 2.95180 -1.49250
H 5.07090 2.92066 -4.57291
H 3.35670 2.53501 -4.29125
H 4.59257 1.91101 -3.18823
H 5.71671 5.20031 -3.89625
H 4.84514 6.98645 -1.99469
H 2.96186 5.74581 -0.77975

Results
- ⟨S²⟩ = 3.7599
- HOMO-LUMO gap (alpha / beta) (eV) = 7.420 / 7.463
- 2S+1 = 4
- HOMO energy (alpha / beta) (hartree) = -0.4369 / -0.4447
- charge = +2
- relative energy (zero: lowest compared OMol25 entry of this formula, charge and spin) (kcal per mole) = 0.00


Record 6
Molecular formula: C29H40ClN3O3
Method: DFT, wB97M-V/def2-TZVPD

CARTESIAN COORDINATES (ANGSTROEM)
O -4.40917 -1.18368 -2.01890
C -4.32683 -1.40564 -0.82328
C -5.32935 -2.29430 -0.08840
C -6.25143 -3.02244 -1.08351
C -7.67763 -2.75584 -0.60562
C -7.57548 -1.36733 0.01349
C -6.26542 -1.43765 0.79463
N -3.35780 -0.83286 -0.07155
C -3.03808 -1.08286 1.31320
C -1.68211 -1.78836 1.43153
C -0.55489 -1.01054 0.72856
C 0.75191 -1.84731 0.80758
C 1.62191 -1.92158 -0.45191
C 2.92536 -2.70003 -0.20772
C 3.95163 -1.61317 -0.44287
C 5.38237 -1.77689 -0.29306
C 6.23454 -0.69233 -0.52054
C 7.59956 -0.82995 -0.38666
C 8.12973 -2.06084 -0.02215
Cl 9.83735 -2.23942 0.14604
C 7.30123 -3.14881 0.20769
C 5.93402 -3.00515 0.07262
N 3.42168 -0.50789 -0.79395
O 2.06558 -0.60892 -0.87028
C -0.32616 0.32301 1.47759
O -0.95485 0.64022 2.47023
N 0.64106 1.08545 0.94870
C 0.98902 2.39024 1.45673
C 0.95351 3.45181 0.35178
C 1.02337 4.85318 0.96042
C 0.97617 5.92119 -0.12851
C 2.11805 5.72637 -1.12080
C 2.05555 4.32979 -1.73063
C 2.10539 3.26529 -0.63824
C -1.00884 -0.73139 -0.71276
C -2.35663 -0.01051 -0.71771
H -4.77553 -3.01746 0.51404
H -6.10009 -2.58386 -2.07142
H -6.02657 -4.08661 -1.14337
H -7.96632 -3.48162 0.15785
H -8.40127 -2.80471 -1.41763
H -7.49484 -0.61917 -0.77584
H -8.42476 -1.11783 0.64852
H -6.43433 -1.93567 1.75171
H -5.85394 -0.44839 0.99251
H -3.80570 -1.68692 1.79058
H -2.98107 -0.12485 1.83865
H -1.44121 -1.89619 2.48975
H -1.75990 -2.78203 0.98258
H 1.36528 -1.46254 1.62717
H 0.49185 -2.87995 1.05257
H 1.05115 -2.33517 -1.28761
H 3.06082 -3.52371 -0.90939
H 2.98673 -3.08898 0.80960
H 5.80045 0.25285 -0.80427
H 8.25618 0.00733 -0.56278
H 7.72617 -4.09930 0.48949
H 5.29641 -3.85712 0.25179
H 1.17279 0.74305 0.16118
H 1.98943 2.35849 1.90544
H 0.26395 2.62604 2.24001
H 0.00422 3.35105 -0.18657
H 1.95261 4.95214 1.52664
H 0.19254 4.99582 1.65451
H 1.03975 6.91296 0.32395
H 0.02258 5.85582 -0.65741
H 2.06032 6.48082 -1.90804
H 3.07229 5.85384 -0.60430
H 2.88778 4.18714 -2.42290
H 1.12769 4.22384 -2.29750
H 3.05369 3.34389 -0.10080
H 2.06388 2.27489 -1.09499
H -0.27487 -0.13309 -1.25134
H -1.13539 -1.67999 -1.24019
H -2.68695 0.17255 -1.74155
H -2.28015 0.94180 -0.18243

Results
- SMILES = O=C(C1CCCC1)N1CCC(C[C@@H]2CC(c3ccc(Cl)cc3)=NO2)(C(=O)NCC2CCCCC2)CC1
- HOMO-LUMO gap (eV) = 8.929
- HOMO energy (hartree) = -0.3248
- relative energy (zero: lowest compared OMol25 entry of this formula, charge and spin) (kcal per mole) = 0.70